No. 1
48
Properties=species:S:1:pos:R:3:forces:R:3 method="wB97M-V/def2-TZVPD" smiles="C=CCn1cc(-c2n[nH]c3c2CN(C(=O)C2(c4ccccc4Cl)CC2)C3)cn1" homo_ev=-8.35 energy_ha=-1621.391013 charge=0 orbital_gap_ev=8.87 max_force_ev_per_a=0.08
C -6.08306 1.03183 0.86666 0.0 0.0 0.0
C -5.96271 1.33077 -0.41686 0.0 0.0 0.0
C -5.61132 2.69810 -0.91897 0.0 0.0 0.0
N -4.41293 2.67472 -1.74083 0.0 0.0 0.0
C -3.22572 2.10806 -1.44362 0.0 0.0 0.0
C -2.37509 2.38763 -2.49118 0.0 0.0 0.0
C -0.98587 1.97823 -2.62979 0.0 0.0 0.0
N -0.25794 2.34761 -3.67836 0.0 0.0 0.0
N 0.96436 1.80277 -3.48828 0.0 0.0 0.0
C 1.00923 1.09827 -2.34424 0.0 0.0 0.0
C -0.21032 1.17978 -1.75799 0.0 0.0 0.0
C -0.22740 0.43308 -0.46917 0.0 0.0 0.0
N 1.13041 -0.16678 -0.46477 0.0 0.1 0.0
C 1.46480 -0.88370 0.64610 0.0 -0.1 0.0
O 0.65652 -0.98141 1.55561 0.0 0.0 0.0
C 2.75500 -1.67056 0.74951 0.0 0.0 0.0
C 2.97777 -2.15771 2.14896 0.0 0.0 0.0
C 2.69882 -3.46552 2.52345 0.0 0.0 0.0
C 2.90898 -3.90503 3.82134 0.0 0.0 0.0
C 3.40222 -3.02874 4.77539 0.0 0.0 0.0
C 3.67730 -1.71471 4.43040 0.0 0.0 0.0
C 3.46070 -1.29634 3.12916 0.0 0.0 0.0
Cl 3.79226 0.36605 2.72819 0.0 0.0 0.0
C 3.10834 -2.61052 -0.38256 0.0 0.0 0.0
C 4.00837 -1.46110 -0.06862 0.0 0.0 0.0
C 1.99715 0.30666 -1.55980 0.0 0.0 0.0
C -3.16426 3.14512 -3.38208 0.0 0.0 0.0
N -4.39074 3.31420 -2.91974 0.0 0.0 0.0
H -6.35419 0.03719 1.19402 0.0 0.0 0.0
H -5.91922 1.77882 1.63518 0.0 0.0 0.0
H -6.11942 0.57145 -1.17678 0.0 0.0 0.0
H -6.39433 3.09487 -1.56403 0.0 0.0 0.0
H -5.47631 3.38761 -0.08256 0.0 0.0 0.0
H -3.08121 1.55411 -0.53034 0.0 0.0 0.0
H 1.67737 1.95895 -4.17629 0.0 0.0 0.0
H -0.36167 1.06913 0.40915 0.0 0.0 0.0
H -0.97736 -0.35814 -0.41387 0.0 0.0 0.0
H 2.29533 -4.14448 1.78300 0.0 0.0 0.0
H 2.68095 -4.92847 4.08790 0.0 0.0 0.0
H 3.56933 -3.36173 5.79115 0.0 0.0 0.0
H 4.05365 -1.01205 5.16077 0.0 0.0 0.0
H 3.43566 -3.60663 -0.12150 0.0 0.0 0.0
H 2.49249 -2.55569 -1.27031 0.0 0.0 0.0
H 4.09054 -0.63704 -0.75520 0.0 0.0 0.0
H 4.92424 -1.68212 0.46234 0.0 0.0 0.0
H 2.42488 -0.52005 -2.13091 0.0 0.0 0.0
H 2.81132 0.93367 -1.18571 0.0 0.0 0.0
H -2.87690 3.55982 -4.33392 0.0 0.0 0.0

No. 2
79
Properties=species:S:1:pos:R:3:forces:R:3 method="wB97M-V/def2-TZVPD" homo_ev="-4.46 / -4.46" energy_ha=-4014.616001 charge=-1 orbital_gap_ev="5.48 / 5.48" max_force_ev_per_a=2.79
Mg 0.66298 0.75453 0.83531 -0.9 0.2 0.8
S 1.61628 2.67063 -0.39349 -0.3 0.2 0.1
C 0.10558 3.50893 -0.53959 2.1 0.4 -0.8
N 0.00168 4.67983 -1.15949 -0.4 0.1 0.3
N 1.14918 5.19433 -1.55249 0.2 -1.6 0.8
C 1.29138 6.37713 -2.20769 -0.2 1.2 -0.6
C 2.58328 6.86433 -2.44519 -0.3 -0.3 0.2
C 2.76248 8.06113 -3.10309 -0.1 0.1 -0.1
C 1.66818 8.79193 -3.54599 0.1 0.1 -0.1
C 0.38738 8.30903 -3.31999 0.1 0.2 -0.1
C 0.19018 7.11773 -2.65679 0.1 -0.4 0.2
N -1.05572 3.08543 -0.03859 -1.9 -0.9 1.0
N -1.14912 2.01173 0.66061 1.7 1.4 -1.3
C -2.44632 1.79783 1.11391 -1.8 0.1 0.4
C -3.49922 2.65023 0.73381 0.2 -0.1 -0.1
C -4.77952 2.43583 1.19531 -0.1 0.0 0.0
C -5.04642 1.38413 2.06201 0.0 -0.1 0.0
C -4.01272 0.54553 2.45021 -0.3 0.0 0.0
C -2.72702 0.73823 1.97971 0.3 0.3 -0.2
H 1.97798 4.64143 -1.28379 -0.1 0.2 -0.2
H 3.43108 6.29293 -2.09909 0.1 -0.1 0.0
H 3.76338 8.42743 -3.27809 0.1 0.0 0.0
H 1.81858 9.72213 -4.07399 0.0 0.1 0.0
H -0.46482 8.87233 -3.67699 -0.1 0.0 0.0
H -0.79832 6.73063 -2.46879 -0.1 0.0 0.0
H -3.28462 3.48263 0.08161 0.0 0.0 0.0
H -5.57882 3.09713 0.88321 0.0 0.0 0.0
H -6.05012 1.22503 2.43151 0.0 0.0 0.0
H -4.20362 -0.26597 3.13671 0.0 -0.1 0.1
H -1.92102 0.10003 2.31261 0.1 -0.1 0.0
S 0.25318 -0.48097 3.04311 0.1 0.4 0.1
C 0.48748 -2.17287 2.85801 -0.2 -0.4 0.1
S -0.03242 -3.06847 1.49611 0.1 -0.4 0.2
C 1.08588 -2.87967 3.89991 -0.6 0.6 -0.5
C 1.32358 -4.25297 3.83371 0.0 -1.1 -0.1
N 1.55918 -5.38347 3.81311 -0.1 -0.1 0.1
C 1.55828 -2.24607 5.05221 0.3 0.4 0.7
N 1.98618 -1.77667 6.01381 0.1 0.1 0.3
C 4.71588 -5.50887 2.86211 -0.1 -0.1 0.0
C 4.16498 -4.29917 2.17621 0.1 0.1 0.1
C 3.74378 -4.35557 0.85121 -0.1 0.2 -0.2
C 3.24208 -3.22877 0.22511 0.0 0.0 -0.2
C 3.14318 -2.04377 0.92751 0.0 0.5 0.0
C 3.53618 -1.97817 2.25011 0.0 0.2 0.1
C 4.04488 -3.10267 2.87191 0.2 -0.2 -0.3
S 2.69148 -0.51627 0.12131 2.1 -1.5 -1.1
O 1.32758 -0.63997 -0.46839 0.4 0.0 0.2
O 3.68218 -0.30327 -0.90359 0.0 0.0 0.1
O 2.64458 0.48003 1.18641 0.1 0.2 0.3
H 5.10738 -6.22467 2.14281 0.1 -0.1 0.0
H 3.91208 -5.98027 3.42821 0.0 -0.1 0.0
H 5.50648 -5.23387 3.55661 0.1 0.0 0.1
H 3.81218 -5.28547 0.30141 0.0 -0.1 0.0
H 2.92908 -3.24937 -0.80959 0.0 -0.1 -0.1
H 3.43238 -1.04457 2.78241 0.0 0.0 0.1
H 4.34158 -3.05327 3.91041 0.0 0.0 0.1
C -2.50602 -3.82847 -1.77639 -0.4 -0.5 0.1
N -1.36312 -3.08627 -2.45049 -0.1 -0.2 -0.2
C -1.97172 -1.99427 -3.31739 -0.1 0.2 -0.5
N -2.80922 -1.14397 -2.56769 -0.3 0.0 -0.4
C -3.87152 -1.91017 -1.94569 -0.2 -0.1 -0.2
N -3.35812 -2.94907 -1.07389 -0.3 -0.1 -0.1
C -2.73432 -2.40827 0.12541 0.3 0.2 0.5
P -1.19992 -1.35907 -0.16339 -0.9 -0.2 -0.8
C -0.43032 -2.51797 -1.44869 0.6 0.5 0.8
C -2.06942 -0.36507 -1.57079 0.2 0.1 0.4
H -2.07612 -4.56137 -1.08579 0.1 0.1 -0.2
H -3.07202 -4.33647 -2.56929 0.2 0.1 0.0
H -0.84212 -3.74097 -3.03989 -0.1 0.1 0.0
H -2.55132 -2.49537 -4.10459 0.2 0.0 0.1
H -1.15072 -1.42397 -3.75959 0.0 -0.2 0.1
H -4.48102 -2.37707 -2.73009 0.0 0.1 0.0
H -4.49572 -1.23837 -1.35859 0.0 0.0 0.0
H -2.45212 -3.23587 0.78081 -0.1 0.2 0.0
H -3.46342 -1.78937 0.64951 -0.1 0.0 0.1
H 0.04948 -3.33507 -0.90729 0.0 0.0 -0.2
H 0.34258 -1.93937 -1.95559 -0.1 -0.1 -0.1
H -1.31062 0.23483 -2.08369 0.0 0.0 0.0
H -2.77462 0.32563 -1.10219 0.0 0.1 0.0

No. 3
21
Properties=species:S:1:pos:R:3:forces:R:3 method="wB97M-V/def2-TZVPD" smiles="C[N+](=O)[O-].C[N+](=O)[O-].C[N+](=O)[O-]" homo_ev=-11.18 energy_ha=-735.120675 charge=0 orbital_gap_ev=10.92 max_force_ev_per_a=1.23
C 1.68304 0.14983 1.63939 0.1 -0.4 -0.1
N 1.89522 0.10577 0.16294 -0.2 -0.1 0.3
O 2.61450 0.92836 -0.34289 0.2 0.4 -0.2
O 1.33980 -0.79500 -0.43131 -0.2 -0.1 -0.1
H 0.62307 0.00034 1.81231 0.0 0.1 0.0
H 2.06430 1.07522 2.04856 0.0 0.0 -0.1
H 2.22090 -0.72682 1.99450 0.0 0.1 0.2
C -1.39599 -2.57865 -0.62048 0.6 -0.9 0.5
N -1.89721 -3.76729 -1.38299 -0.9 0.4 -0.1
O -1.08893 -4.55732 -1.81262 0.1 0.1 0.1
O -3.10721 -3.84410 -1.52621 0.4 -0.1 0.0
H -2.18323 -2.20598 0.02063 -0.2 0.1 -0.3
H -0.99016 -1.85358 -1.31496 -0.1 0.0 -0.1
H -0.59685 -2.98521 -0.00121 0.1 0.3 -0.1
C -0.41530 2.59249 -0.44879 -0.5 -0.5 -0.5
N 0.14447 3.54457 0.52940 -0.1 -0.2 -0.6
O 0.49618 4.60420 0.09532 0.3 1.0 -0.4
O 0.24318 3.20069 1.67639 0.0 -0.6 1.1
H -0.90548 1.77140 0.06400 0.2 0.0 0.2
H 0.39425 2.23872 -1.08352 0.1 0.0 0.1
H -1.13853 3.10236 -1.07845 0.1 0.2 0.1